1.
A cluster of 17 separate species, C4H41NO16 in total at a distorted geometry, computed with wB97M-V/def2-TZVPD.

Element x y z (Å)
N 1.086 1.378 0.476
C 0.679 2.144 -0.758
C 2.004 2.748 -1.277
C 3.056 2.409 -0.248
C 2.291 2.138 0.975
H 1.338 0.439 0.139
H 0.195 1.554 -1.526
H -0.104 2.840 -0.392
H 2.147 2.401 -2.301
H 1.854 3.817 -1.482
H 3.727 1.636 -0.602
H 3.661 3.312 -0.161
H 2.667 1.571 1.841
H 1.848 3.032 1.469
H -1.127 2.469 1.430
H -1.432 3.561 2.381
O -1.741 3.198 1.540
H 0.876 -4.062 0.651
H 1.576 -3.939 1.833
O 0.792 -4.443 1.540
H -1.283 -2.808 2.647
H -0.975 -2.086 1.407
O -1.484 -1.949 2.240
H -1.959 -0.119 3.552
H -0.904 -0.425 4.536
O -1.630 0.206 4.404
H 0.677 -1.814 0.489
H 0.253 -1.330 -0.887
O 0.099 -1.140 0.082
H -3.392 -1.578 1.348
H -4.448 -0.988 0.445
O -4.125 -1.848 0.772
H 3.064 -2.318 -0.724
H 3.542 -3.193 0.396
O 2.901 -2.497 0.208
H -3.049 1.266 1.733
H -2.066 0.799 0.659
O -2.956 0.668 0.965
H -2.335 2.725 -0.375
H -2.703 1.901 -1.779
O -2.229 2.621 -1.328
H 0.871 0.849 2.601
H 0.172 1.387 3.943
O 0.846 0.828 3.547
H 0.147 0.266 -4.564
H 1.649 -0.101 -4.196
O 0.731 -0.323 -4.068
H -1.279 2.700 -4.331
H -0.634 1.607 -3.600
O -0.503 2.127 -4.395
H 2.585 -1.232 2.343
H 1.185 -1.241 3.082
O 1.746 -1.678 2.428
H -3.240 -1.675 -0.933
H -4.012 -0.758 -2.048
O -3.241 -1.280 -1.828
H 1.821 -2.981 -3.241
H 0.982 -3.446 -2.000
O 1.868 -3.393 -2.374
H -0.610 -1.384 -2.817
H -0.998 -2.356 -1.532
O -0.476 -2.210 -2.332

Summary:
total charge	+1
relative energy (zero: lowest compared OMol25 entry of this formula, charge and spin)	37.0	kcal/mol
<S²>	0.75
gap between HOMO and LUMO (alpha / beta)	10.29 / 5.00	eV
2S+1	2

Partial charges, Mulliken, in e: 0.71, -0.41, -0.61, -0.78, -0.49, -0.11, 0.18, 0.47, 0.33, 0.38, 0.29, 0.37, 0.47, 0.38, 0.05, 0.33, -0.58, 0.37, 0.29, -0.63, 0.31, 0.22, -0.55, 0.34, 0.33, -0.69, 0.19, 0.46, -0.66, 0.40, 0.29, -0.73, 0.27, 0.26, -0.49, 0.34, 0.07, -0.44, 0.38, 0.32, -0.59, 0.32, 0.34, -0.68, 0.32, 0.26, -0.58, 0.33, 0.29, -0.64, 0.25, 0.26, -0.46, 0.42, 0.26, -0.63, 0.30, 0.32, -0.61, 0.22, 0.27, -0.59

2.
The ion C6H11O4P with charge -2 at a distorted geometry, computed with wB97M-V/def2-TZVPD.

Element x y z (Å)
C -2.137 -0.526 0.048
C -2.105 2.104 0.080
C 0.742 -1.887 0.558
C 2.689 -0.528 -0.455
C -1.468 0.791 -0.481
C 1.184 -0.761 -0.377
O -2.640 -0.491 1.192
O 0.687 0.937 1.757
O -2.053 -1.480 -0.698
O 1.092 1.959 -0.573
P 0.370 0.904 0.297
H -3.094 2.301 -0.353
H -2.010 1.800 1.110
H -1.596 3.049 -0.096
H 1.031 -1.734 1.616
H -0.352 -2.215 0.501
H 1.344 -2.699 0.304
H 3.073 0.008 0.457
H 2.831 0.236 -1.187
H 3.022 -1.518 -0.745
H -1.341 0.825 -1.536
H 0.731 -1.075 -1.416

Summary:
SMILES	CC(C)[P@@](=O)([O-])[C@H](C)C(=O)[O-]
total charge	-2
relative energy (zero: lowest compared OMol25 entry of this formula, charge and spin)	0.0	kcal/mol
gap between HOMO and LUMO	7.05	eV
2S+1	1

Partial charges, Mulliken, in e: 0.38, -1.45, -1.49, -1.59, 0.06, 0.50, -0.76, -0.79, -0.71, -0.86, 0.80, 0.34, 0.37, 0.34, 0.23, 0.28, 0.51, 0.23, 0.35, 0.52, 0.50, 0.24

3.
A structure of composition C34H59BrNP3Sn at a distorted geometry, computed with wB97M-V/def2-TZVPD.

Element x y z (Å)
C 0.728 -4.670 3.039
C 0.716 -4.592 1.621
C -0.265 -5.376 0.955
C -1.377 -5.814 1.683
N -1.481 -5.643 3.011
C -0.424 -5.152 3.675
C 1.524 -3.690 0.874
C 2.273 -3.050 0.124
C 2.808 -1.982 -0.628
C 1.972 -0.986 -1.213
C 2.590 0.191 -1.747
C 3.989 0.320 -1.667
C 4.812 -0.802 -1.376
C 4.202 -1.963 -0.870
Sn 0.571 1.099 -0.205
P -1.385 -0.234 1.063
H -0.235 -5.577 -0.122
H 1.570 -4.340 3.659
H -2.226 -6.220 1.123
H -0.499 -5.042 4.764
H 4.770 -2.873 -0.612
H 0.955 -1.313 -1.531
H 5.896 -0.785 -1.578
H 2.015 0.938 -2.302
C -2.800 0.939 1.044
C -4.209 0.441 1.339
H -2.808 1.403 0.046
H -2.554 1.750 1.748
H -4.897 1.289 1.236
H -4.556 -0.324 0.640
H -4.337 0.063 2.358
C -1.987 -1.824 0.365
C -2.939 -2.653 1.211
H -1.089 -2.425 0.153
H -2.458 -1.593 -0.605
H -3.231 -3.541 0.640
H -2.470 -3.016 2.129
H -3.861 -2.128 1.481
C -0.961 -0.635 2.801
C -2.090 -0.672 3.821
H -0.210 0.101 3.131
H -0.447 -1.611 2.784
H -1.661 -0.924 4.798
H -2.597 0.292 3.926
H -2.847 -1.434 3.612
Br 4.838 1.945 -2.333
P -1.045 0.449 -3.046
C -2.835 0.055 -3.065
C -3.666 0.660 -4.178
H -3.215 0.368 -2.079
H -2.905 -1.039 -3.075
H -4.712 0.426 -3.965
H -3.562 1.746 -4.237
H -3.436 0.224 -5.156
C -0.814 2.002 -4.002
C -0.520 1.843 -5.481
H 0.016 2.535 -3.503
H -1.718 2.603 -3.827
H -0.284 2.838 -5.874
H 0.340 1.189 -5.670
H -1.390 1.478 -6.040
C -0.268 -0.910 -4.007
C -1.029 -1.509 -5.179
H -0.061 -1.692 -3.262
H 0.721 -0.542 -4.308
H -0.416 -2.318 -5.588
H -1.993 -1.937 -4.884
H -1.198 -0.813 -6.009
C 2.669 0.532 2.611
C 2.060 1.883 3.036
C 2.980 2.730 3.932
P 1.381 2.764 1.579
C -0.185 3.701 1.810
C -0.113 4.711 2.981
C -0.705 4.285 0.484
C 2.659 3.756 0.719
C 2.806 5.189 1.230
C 4.007 3.034 0.658
H 3.577 0.647 2.003
H 1.955 -0.080 2.036
H 2.932 -0.032 3.515
H 1.150 1.687 3.632
H 3.960 2.961 3.485
H 2.469 3.657 4.230
H 3.168 2.148 4.850
H -0.894 2.905 2.111
H 0.596 5.541 2.821
H -1.117 5.150 3.091
H 0.128 4.209 3.934
H -0.965 3.511 -0.257
H -1.639 4.817 0.707
H 0.006 4.983 0.015
H 2.279 3.792 -0.317
H 3.163 5.217 2.273
H 3.574 5.657 0.599
H 1.881 5.773 1.121
H 3.889 2.004 0.297
H 4.604 3.567 -0.093
H 4.570 3.041 1.603

Summary:
total charge	+2
relative energy (zero: lowest compared OMol25 entry of this formula, charge and spin)	0.0	kcal/mol
gap between HOMO and LUMO	5.60	eV
2S+1	1

Partial charges, Mulliken, in e: -0.60, 0.28, -0.29, -0.44, -0.56, -0.29, 0.29, -0.52, -0.10, 0.94, -0.44, -0.71, -0.40, -0.97, 0.11, 1.12, 0.45, 0.45, 0.43, 0.38, 0.53, 0.28, 0.48, 0.76, -0.21, -1.74, 0.36, 0.37, 0.47, 0.38, 0.33, 0.55, -1.37, 0.03, -0.01, 0.44, 0.13, 0.22, 0.96, -1.55, -0.53, -0.07, 0.46, 0.36, 0.32, -0.09, 1.15, -0.49, -1.40, 0.14, 0.46, 0.44, 0.28, 0.26, -0.59, -1.37, 0.35, 0.54, 0.44, 0.28, 0.25, -0.76, -1.49, 0.47, 0.49, 0.45, 0.29, 0.27, -1.16, 0.52, -1.42, -0.53, 1.14, -1.43, -1.19, 1.32, -1.48, -1.31, 0.18, 0.13, 0.59, 0.75, 0.24, 0.35, 0.47, -0.54, 0.25, 0.49, 0.36, 0.21, 0.50, 0.24, 0.33, 0.25, 0.47, 0.37, -0.17, 0.58, 0.05

4.
A structure of composition C18H14GaN6O2S, computed with wB97M-V/def2-TZVPD.

Element x y z (Å)
Ga 0.432 -0.351 0.318
S -3.061 2.326 0.845
C -3.465 1.501 -0.627
C -4.639 1.599 -1.367
C -4.721 0.873 -2.537
C -3.651 0.080 -2.965
C -2.488 -0.018 -2.231
C -2.400 0.693 -1.033
N -1.310 0.750 -0.156
C -1.526 1.575 0.842
C -0.494 1.780 1.868
C -0.587 2.750 2.859
C 0.449 2.878 3.770
C 1.560 2.047 3.687
C 1.640 1.078 2.693
C 0.612 0.936 1.775
H -5.455 2.227 -1.039
H -5.621 0.926 -3.134
H -3.736 -0.466 -3.894
H -1.663 -0.624 -2.570
H -1.448 3.404 2.919
H 0.392 3.629 4.546
H 2.364 2.156 4.402
H 2.512 0.435 2.648
O -0.224 -1.602 -1.078
N -0.796 -2.743 -1.151
C -0.850 -3.549 -0.122
C -1.494 -4.817 -0.217
N -2.002 -5.845 -0.256
C -0.195 -3.036 1.034
N 0.412 -2.182 1.526
C 4.032 0.339 -2.268
N 4.225 -0.743 -1.309
C 3.276 -1.101 -0.450
N 3.493 -2.110 0.409
O 2.175 -0.483 -0.461
H 4.906 0.376 -2.912
H 3.921 1.294 -1.759
H 3.151 0.152 -2.878
H 5.111 -1.218 -1.282
H 4.373 -2.592 0.459
H 2.788 -2.321 1.095

Summary:
total charge	+1
relative energy (zero: lowest compared OMol25 entry of this formula, charge and spin)	21.8	kcal/mol
gap between HOMO and LUMO	8.21	eV
2S+1	1

Partial charges, Mulliken, in e: 1.07, -0.30, 0.78, -0.65, -0.47, -0.75, -0.40, -0.19, -0.06, 0.72, 0.78, -0.81, -0.71, -0.75, -0.47, -0.42, 0.41, 0.41, 0.40, 0.49, 0.41, 0.42, 0.40, 0.36, -0.15, -0.26, 0.49, -0.18, -0.35, 0.62, -0.50, -0.83, -0.24, 0.92, -0.31, -0.40, 0.37, 0.27, 0.25, 0.20, 0.21, 0.21

2S+1 of number 4 (C18H14GaN6O2S)?
1